Record 1
Below is a molecular structure, C18H17N3O2PtS2 in a non-equilibrium geometry, with properties calculated with ωB97M-V with the def2-TZVPD basis set.

Last column: Löwdin charge in e.
Cartesian coordinates (Å):
N: 4.53 2.01 2.46  0.00
C: 4.53 2.83 1.21  -0.18
C: 3.70 2.02 0.17  -0.09
C: 2.63 2.52 -0.55  0.10
C: 1.84 1.59 -1.54  -0.31
O: 1.39 1.98 -2.58  0.15
C: 1.71 0.09 -1.06  -0.10
C: 0.52 -0.76 -1.30  -0.04
C: 0.54 -2.14 -0.74  -0.12
C: -0.69 -3.10 -0.90  -0.13
C: -1.62 -2.80 0.38  -0.22
C: -3.17 -3.05 0.06  -0.45
S: -4.22 -1.69 0.74  0.93
C: -3.85 -0.20 -0.23  -0.96
S: -3.01 -0.30 -1.65  0.75
N: -4.30 1.11 0.21  -0.19
C: -5.20 1.75 -0.62  -0.02
C: -5.52 3.05 0.05  -0.02
N: -4.72 3.02 1.19  0.04
C: -3.98 1.89 1.35  -0.06
C: 1.75 -2.68 0.02  0.08
C: 2.94 -1.85 0.26  0.06
C: 2.90 -0.46 -0.29  0.03
C: 4.12 0.52 -0.05  -0.27
O: 5.26 0.14 -0.02  0.18
H: 3.68 2.23 2.99  0.08
H: 5.36 2.19 3.02  0.09
H: 3.96 3.77 1.47  0.13
H: 5.57 3.08 0.88  0.14
H: 2.28 3.57 -0.41  0.15
H: -0.33 -0.32 -1.87  0.08
H: -0.38 -4.18 -0.93  0.14
H: -1.25 -2.80 -1.82  0.11
H: -1.37 -3.47 1.25  0.13
H: -1.49 -1.73 0.74  0.10
H: -3.49 -3.99 0.59  0.10
H: -3.33 -3.20 -1.04  0.08
H: -5.55 1.32 -1.58  0.13
H: -6.22 3.84 -0.31  0.13
H: -3.28 1.60 2.16  0.14
H: 1.68 -3.73 0.41  0.15
H: 3.82 -2.25 0.83  0.15
Pt: 2.24 -1.40 -2.97  0.84

Values from the calculation:
- Gap between HOMO and LUMO: 1.84 eV
- Net charge: +2

***

Record 2
Below is a molecular structure, C18H17N3O4S in a non-equilibrium geometry, with properties calculated with ωB97M-V with the def2-TZVPD basis set.

Last column: Löwdin charge in e.
Cartesian coordinates (Å):
C: 6.09 0.69 -2.50  -0.02
C: 5.14 -0.47 -2.40  -0.45
O: 5.41 -1.53 -1.90  0.09
C: 3.76 -0.18 -2.98  -0.06
C: 3.01 0.65 -1.99  -0.49
N: 3.31 1.90 -1.77  -0.26
S: 2.34 2.52 -0.60  1.12
C: 1.54 0.98 -0.46  -0.54
N: 2.01 0.09 -1.27  0.13
N: 0.52 0.80 0.43  0.15
C: 0.10 1.85 1.20  -0.40
O: 0.64 2.94 1.12  -0.01
C: -1.02 1.54 2.07  -0.16
C: -1.83 2.35 2.83  0.04
C: -2.82 1.51 3.38  0.02
C: -2.54 0.25 2.93  -0.21
O: -1.45 0.26 2.15  0.08
C: -3.25 -1.06 3.07  -0.09
O: -3.74 -1.50 1.81  -0.04
C: -2.78 -1.65 0.83  -0.25
C: -1.72 -2.54 0.98  -0.01
C: -0.74 -2.64 0.01  -0.08
C: -0.82 -1.85 -1.13  -0.11
C: -1.88 -0.99 -1.29  -0.04
C: -2.87 -0.87 -0.33  -0.21
C: -4.00 0.11 -0.50  -0.02
H: -4.36 0.09 -1.53  0.08
H: -3.65 1.12 -0.29  0.09
H: -4.81 -0.12 0.18  0.08
H: -1.94 -0.38 -2.18  0.12
H: -0.04 -1.91 -1.87  0.10
H: 0.08 -3.33 0.15  0.11
H: -1.67 -3.16 1.87  0.12
H: -4.13 -0.95 3.71  0.14
H: -2.58 -1.81 3.51  0.13
H: -3.63 1.80 4.02  0.12
H: -1.73 3.41 2.96  0.12
H: 0.07 -0.11 0.46  0.13
H: 3.22 -1.11 -3.14  0.12
H: 3.86 0.38 -3.91  0.12
H: 6.96 0.52 -1.87  0.09
H: 5.57 1.60 -2.21  0.06
H: 6.41 0.80 -3.53  0.09

Values from the calculation:
- Gap between HOMO and LUMO: 8.77 eV
- ΔE to the lowest compared entry with this formula, charge and spin: 119.2 kJ/mol
- Net charge: 0

***

Record 3
Below is a molecular structure, C18H17N4O3W in a non-equilibrium geometry, with properties calculated with ωB97M-V with the def2-TZVPD basis set.

Last column: Löwdin charge in e.
Cartesian coordinates (Å):
W: 0.31 -1.63 -0.09  1.89
C: 3.25 -2.56 -0.34  0.06
O: 2.17 -1.70 -0.90  -0.30
C: 2.59 -0.49 -1.58  -0.18
C: 3.80 -0.36 -2.22  0.03
C: 4.05 0.87 -2.83  0.00
C: 3.12 1.90 -2.77  -0.01
C: 1.91 1.74 -2.12  0.02
C: 1.65 0.52 -1.50  -0.23
N: 0.42 0.24 -0.81  -0.05
N: 0.53 0.16 0.60  -0.09
C: -0.48 0.49 1.49  -0.10
C: -0.85 -0.70 2.22  -0.22
O: -0.30 -1.82 1.71  -0.15
C: -1.78 -0.68 3.25  0.06
C: -2.37 0.53 3.53  0.11
C: -2.07 1.73 2.81  -0.13
C: -2.69 2.93 3.13  0.07
C: -2.37 4.10 2.42  0.04
C: -1.43 4.09 1.40  0.01
C: -0.78 2.90 1.07  0.07
C: -1.11 1.71 1.76  -0.09
H: 3.82 -2.95 -1.18  0.11
H: 2.76 -3.37 0.19  0.10
H: 3.85 -1.94 0.33  0.13
H: 4.52 -1.16 -2.29  0.14
H: 4.99 1.01 -3.35  0.14
H: 3.34 2.85 -3.26  0.13
H: 1.17 2.52 -2.09  0.13
H: -2.04 -1.59 3.78  0.15
H: -3.10 0.60 4.33  0.15
H: -3.41 2.97 3.93  0.15
H: -2.86 5.03 2.68  0.14
H: -1.19 5.00 0.88  0.14
H: -0.02 2.89 0.31  0.12
N: -2.56 -4.32 -1.41  0.27
C: -2.08 -3.12 -1.59  -0.50
N: -2.64 -2.22 -2.38  0.26
O: -0.97 -2.81 -0.95  -0.19
H: -3.38 -4.66 -1.89  0.16
H: -2.08 -4.97 -0.80  0.16
H: -3.47 -2.43 -2.91  0.16
H: -2.21 -1.33 -2.53  0.14

Values from the calculation:
- Gap between HOMO and LUMO (spin up / spin down): 4.70 / 4.70 eV
- ΔE to the lowest compared entry with this formula, charge and spin: 0.0 kJ/mol
- Net charge: +3